# 1
Here is a cluster of 2 separate species, C30H25F3O3 in total from the Open Molecules 2025 dataset. Energies are from the ωB97M-V functional and the def2-TZVPD basis.

XYZ file:
```
61
Properties=species:S:1:pos:R:3:lowdin_charge:R:1
C 7.629 -3.080 0.293 -0.04
O 6.555 -3.608 1.107 -0.07
C 5.381 -2.928 1.123 -0.24
C 4.232 -3.619 1.592 0.02
C 2.981 -3.056 1.472 0.00
C 2.823 -1.750 0.935 -0.16
C 1.501 -1.161 0.788 -0.05
C 0.345 -1.985 0.711 0.00
C -0.982 -1.612 0.637 0.06
C -2.088 -2.536 0.674 -0.19
C -3.414 -2.043 0.777 0.01
C -4.496 -2.918 0.865 -0.06
C -4.285 -4.310 0.888 -0.06
C -2.976 -4.807 0.807 -0.07
C -1.887 -3.938 0.712 -0.02
C 1.405 0.286 0.762 -0.17
C 2.283 1.109 1.532 -0.03
C 2.096 2.470 1.639 0.02
C 1.037 3.092 0.922 -0.23
O 0.841 4.430 1.062 -0.07
C -0.114 5.051 0.167 -0.04
C 0.189 2.291 0.130 0.03
C 0.408 0.936 0.021 0.00
C 4.001 -1.039 0.550 -0.01
C 5.260 -1.598 0.656 0.00
H 8.458 -3.743 0.522 0.09
H 7.375 -3.139 -0.773 0.11
H 7.885 -2.046 0.555 0.09
H 4.352 -4.615 2.021 0.13
H 2.114 -3.628 1.816 0.12
H 0.535 -3.047 0.823 0.08
H -1.260 -0.570 0.651 0.11
H -3.554 -0.961 0.743 0.12
H -5.509 -2.517 0.907 0.11
H -5.136 -4.999 0.931 0.11
H -2.792 -5.884 0.803 0.11
H -0.882 -4.348 0.634 0.10
H 3.155 0.676 2.024 0.12
H 2.764 3.076 2.250 0.12
H -0.036 6.109 0.418 0.09
H 0.159 4.879 -0.885 0.11
H -1.137 4.686 0.346 0.10
H -0.651 2.718 -0.418 0.10
H -0.228 0.400 -0.676 0.11
H 3.955 -0.014 0.155 0.13
H 6.132 -1.017 0.339 0.11
F -2.744 3.401 -5.082 0.07
C -2.316 2.669 -3.994 -0.52
F -2.112 1.396 -4.431 0.11
F -1.088 3.188 -3.638 0.08
C -3.291 2.776 -2.863 -0.08
C -3.102 1.940 -1.639 -0.42
O -2.446 0.858 -1.587 -0.09
C -3.766 2.489 -0.465 -0.08
C -4.831 3.358 -0.588 -0.14
C -5.124 3.954 -1.827 -0.14
C -4.296 3.718 -2.936 -0.07
H -3.468 2.062 0.501 0.09
H -5.423 3.568 0.312 0.09
H -5.973 4.631 -1.926 0.08
H -4.447 4.302 -3.846 0.11
```

Molar mass = 490.52 g mol⁻¹
Energy = -45807.462 eV
Multiplicity = 1


# 2
Here is a structure of composition C30H25FeN2O2 from the Open Molecules 2025 dataset. Energies are from the ωB97M-V functional and the def2-TZVPD basis.

XYZ file:
```
60
Properties=species:S:1:pos:R:3:lowdin_spin:R:1
Fe 0.105 0.287 0.096 4.04
O 2.071 0.458 0.319 0.10
C 2.810 0.199 1.354 0.01
C 3.923 1.021 1.649 0.01
C 4.686 0.824 2.774 0.00
C 4.400 -0.223 3.658 0.01
C 3.363 -1.074 3.363 0.00
C 2.561 -0.902 2.224 0.01
C 1.492 -1.834 1.986 0.01
N 0.676 -1.804 1.004 0.04
C -0.345 -2.831 0.919 0.00
C -1.415 -2.389 -0.076 0.01
N -1.728 -1.015 0.215 0.06
C -2.903 -0.611 0.494 0.01
C -3.196 0.711 0.984 0.01
C -4.521 1.170 0.966 0.00
C -4.871 2.394 1.480 0.01
C -3.881 3.185 2.076 0.00
C -2.575 2.760 2.122 0.01
C -2.169 1.532 1.545 0.01
O -0.916 1.196 1.575 0.15
H 4.138 1.821 0.951 0.00
H 5.518 1.487 2.979 0.00
H 4.990 -0.359 4.554 0.00
H 3.155 -1.911 4.023 0.00
H 1.409 -2.638 2.729 0.00
H 0.088 -3.774 0.569 0.00
H -0.806 -3.009 1.897 0.00
H -1.003 -2.454 -1.088 0.00
H -2.288 -3.048 -0.004 0.00
H -3.756 -1.295 0.399 0.00
H -5.277 0.538 0.510 0.00
H -5.894 2.742 1.429 0.00
H -4.148 4.142 2.508 0.00
H -1.801 3.363 2.580 0.00
C 0.439 6.672 -3.033 0.00
C 1.045 6.457 -1.804 0.00
C 0.976 5.209 -1.206 0.00
C 0.285 4.163 -1.819 0.02
C -0.302 4.383 -3.065 0.00
C -0.223 5.628 -3.666 0.00
C 0.179 2.879 -1.105 0.05
C -0.665 1.887 -1.347 0.28
C -1.926 1.679 -1.976 0.03
C -2.966 2.609 -1.770 0.04
C -4.230 2.374 -2.269 0.00
C -4.503 1.211 -2.981 0.05
C -3.490 0.282 -3.193 0.00
C -2.222 0.507 -2.694 0.04
H 0.485 7.649 -3.498 0.00
H 1.575 7.261 -1.310 0.00
H 1.453 5.041 -0.247 0.00
H -0.815 3.571 -3.564 0.00
H -0.676 5.786 -4.636 0.00
H 0.895 2.766 -0.289 0.01
H -2.752 3.506 -1.202 0.00
H -5.015 3.100 -2.097 0.00
H -5.499 1.030 -3.364 0.00
H -3.697 -0.629 -3.740 0.00
H -1.434 -0.222 -2.844 0.00
```

Molar mass = 501.39 g mol⁻¹
Energy = -72977.187 eV
Multiplicity = 6


# 3
Here is a structure of composition C30H25N2O6P2Tc from the Open Molecules 2025 dataset. Energies are from the ωB97M-V functional and the def2-TZVPD basis.

XYZ file:
```
66
Properties=species:S:1:pos:R:3:lowdin_spin:R:1
Tc -1.071 -1.322 -0.735 0.77
O -5.126 -4.135 -3.757 0.00
C -4.248 -4.953 -3.219 0.00
O -4.242 -6.137 -3.358 0.00
C -3.118 -4.351 -2.400 0.01
C -2.137 -5.163 -1.816 0.03
N -1.280 -4.385 -1.160 0.00
N -1.640 -3.090 -1.278 0.01
C -2.766 -3.068 -2.041 0.01
C -3.347 -1.720 -2.296 0.00
O -4.332 -1.485 -2.914 0.00
O -2.617 -0.734 -1.687 0.03
H -4.986 -3.191 -3.575 0.00
H -2.043 -6.239 -1.855 0.00
H -0.465 -4.666 -0.633 0.00
O -1.100 -1.131 1.080 0.06
P -0.336 0.121 1.799 0.01
C 1.365 0.052 1.096 0.00
P 1.605 0.223 -0.727 0.01
O 0.528 -0.801 -1.400 0.07
C 1.218 1.831 -1.326 0.00
C -0.012 2.140 -1.917 0.00
C -0.254 3.440 -2.336 0.00
C 0.715 4.417 -2.159 0.00
C 1.942 4.108 -1.567 0.00
C 2.203 2.813 -1.154 0.00
C 3.220 -0.302 -1.164 0.00
C 3.609 -0.072 -2.492 0.00
C 4.862 -0.477 -2.908 0.00
C 5.726 -1.093 -2.006 0.00
C 5.343 -1.312 -0.686 0.00
C 4.087 -0.925 -0.258 0.00
C -0.293 -0.178 3.521 0.00
C 0.443 -1.250 4.048 0.00
C 0.432 -1.469 5.409 0.00
C -0.306 -0.628 6.241 0.00
C -1.039 0.430 5.719 0.00
C -1.041 0.662 4.355 0.00
C -1.148 1.608 1.300 0.00
C -2.445 1.563 0.777 0.00
C -3.072 2.746 0.417 0.00
C -2.418 3.958 0.594 0.00
C -1.132 4.002 1.131 0.00
C -0.491 2.830 1.487 0.00
H 1.801 -0.897 1.419 0.00
H 1.953 0.841 1.578 0.00
H -0.769 1.382 -2.088 0.00
H -1.191 3.687 -2.817 0.00
H 0.522 5.426 -2.501 0.00
H 2.700 4.871 -1.448 0.00
H 3.167 2.565 -0.725 0.00
H 2.943 0.425 -3.187 0.00
H 5.172 -0.306 -3.929 0.00
H 6.711 -1.398 -2.333 0.00
H 6.027 -1.780 0.008 0.00
H 3.810 -1.093 0.774 0.00
H 1.010 -1.914 3.406 0.00
H 0.994 -2.291 5.830 0.00
H -0.308 -0.804 7.309 0.00
H -1.609 1.075 6.374 0.00
H -1.612 1.486 3.946 0.00
H -2.985 0.629 0.684 0.00
H -4.078 2.722 0.020 0.00
H -2.917 4.881 0.327 0.00
H -0.638 4.953 1.282 0.00
H 0.503 2.874 1.919 0.00
```

Net charge = +3
Molar mass = 669.49 g mol⁻¹
Energy = -67531.922 eV
Multiplicity = 2


# 4
Here is a structure of composition C30H25N9O11P2SSr from the Open Molecules 2025 dataset. Energies are from the ωB97M-V functional and the def2-TZVPD basis.

XYZ file:
```
79
Properties=species:S:1:pos:R:3:lowdin_charge:R:1
Sr -1.212 -0.706 -1.673 1.60
O -0.324 -4.452 2.237 0.04
C -0.382 -3.543 3.226 -0.27
C -0.510 -4.024 4.524 -0.04
C -0.590 -3.159 5.604 -0.13
C -0.502 -1.793 5.388 -0.12
C -0.370 -1.297 4.107 -0.04
C -0.328 -2.143 2.987 -0.09
C -0.158 -1.635 1.637 -0.30
O -0.404 -0.332 1.293 0.01
N 0.352 -2.436 0.740 0.02
N 0.568 -2.033 -0.521 -0.11
C 1.367 -2.855 -1.163 -0.14
C 1.834 -2.713 -2.495 -0.18
C 2.805 -3.621 -2.952 -0.09
C 3.357 -3.540 -4.210 -0.16
C 2.911 -2.554 -5.086 -0.15
C 1.933 -1.667 -4.691 -0.07
C 1.373 -1.666 -3.384 -0.41
O 0.552 -0.752 -3.021 -0.31
H -0.184 -3.958 1.391 0.07
H -0.553 -5.096 4.658 0.10
H -0.712 -3.552 6.605 0.08
H -0.527 -1.104 6.220 0.09
H -0.260 -0.231 3.982 0.11
H 1.771 -3.697 -0.584 0.11
H 3.117 -4.408 -2.275 0.09
H 4.111 -4.248 -4.527 0.07
H 3.336 -2.492 -6.082 0.08
H 1.549 -0.931 -5.385 0.10
S -1.989 5.632 4.929 0.88
N -2.706 4.197 4.559 -0.25
C -1.880 3.517 3.780 -0.30
C -2.129 2.205 3.257 -0.10
C -3.281 1.519 3.573 0.00
C -3.473 0.220 3.079 -0.05
C -2.502 -0.335 2.301 -0.08
N -1.388 0.327 1.965 -0.01
C -1.116 1.623 2.430 -0.05
C 0.090 2.282 2.154 -0.13
N 1.054 1.662 1.422 0.13
C 2.182 2.274 1.206 -0.16
C 2.491 3.563 1.663 -0.07
C 1.551 4.219 2.421 -0.03
C 0.338 3.594 2.705 -0.11
C -0.655 4.201 3.512 -0.31
N -0.579 5.394 4.106 -0.25
H -4.017 1.998 4.199 0.11
H -4.380 -0.327 3.275 0.11
H -2.611 -1.325 1.889 0.12
H 2.913 1.717 0.635 0.08
H 3.440 4.017 1.419 0.09
H 1.738 5.205 2.824 0.11
O -4.814 -0.504 0.557 -0.12
P -3.585 -0.696 -0.506 0.10
O -2.835 -1.947 -0.199 -0.34
O -2.746 0.523 -0.566 -0.41
O -4.512 -0.857 -1.833 -0.26
P -3.543 -0.749 -3.168 0.12
O -4.650 -1.324 -4.238 -0.14
O -3.255 0.658 -3.500 -0.28
O -2.450 -1.747 -3.069 -0.47
H -5.612 -0.660 0.058 0.06
H -5.072 -0.541 -4.578 0.04
C 3.653 1.128 -4.293 -0.04
N 2.747 1.883 -3.471 -0.10
C 1.967 2.946 -4.048 -0.06
C 0.995 3.274 -2.875 -0.48
O 0.260 4.230 -2.864 0.04
N 1.196 2.337 -1.914 0.18
C 2.145 1.521 -2.304 -0.42
N 2.603 0.526 -1.511 0.20
H 4.297 1.830 -4.833 0.08
H 3.116 0.510 -5.018 0.07
H 4.273 0.480 -3.677 0.09
H 1.403 2.611 -4.924 0.13
H 2.575 3.816 -4.313 0.12
H 1.917 0.324 -0.783 0.09
H 2.918 -0.309 -1.989 0.09
```

Net charge = -2
Molar mass = 869.22 g mol⁻¹
Energy = -97706.770 eV
Multiplicity = 1


# 5
Here is a structure of composition C30H26CaCl2N11O4S2 from the Open Molecules 2025 dataset. Energies are from the ωB97M-V functional and the def2-TZVPD basis.

XYZ file:
```
76
Properties=species:S:1:pos:R:3:lowdin_charge:R:1
Ca 1.617 -1.681 0.834 1.09
C -4.438 1.839 0.994 -0.12
C -3.517 2.516 1.782 -0.10
C -2.298 1.944 2.119 -0.04
C -1.983 0.660 1.666 -0.24
C -2.915 -0.037 0.889 -0.05
C -4.124 0.560 0.556 -0.11
N -0.682 0.145 1.898 -0.14
N 0.025 0.782 2.933 0.05
C 1.332 0.961 2.691 -0.38
C 1.988 1.855 3.611 -0.04
C 3.307 2.132 3.472 -0.11
C 4.059 1.515 2.441 -0.11
C 3.402 0.640 1.630 -0.19
N 2.070 0.372 1.716 -0.06
H -5.381 2.300 0.723 0.09
H -3.740 3.517 2.139 0.10
H -1.568 2.474 2.711 0.09
H -2.667 -1.018 0.510 0.08
H -4.824 0.011 -0.065 0.10
H 1.380 2.297 4.390 0.10
H 3.787 2.822 4.159 0.09
H 5.117 1.694 2.313 0.09
H 3.935 0.114 0.842 0.10
N -2.165 0.351 -2.561 0.13
C -2.270 1.747 -2.684 -0.24
C -3.231 2.311 -3.504 -0.04
C -3.348 3.694 -3.610 -0.11
C -2.483 4.510 -2.903 -0.11
C -1.505 3.938 -2.094 -0.11
C -1.395 2.562 -1.966 -0.44
S -0.167 1.896 -0.899 1.00
N -0.223 0.218 -1.193 -0.19
C -1.136 -0.297 -1.905 -0.39
C -1.112 -1.785 -2.097 -0.27
C -1.060 -2.330 -3.371 -0.03
C -0.938 -3.703 -3.496 -0.07
C -0.889 -4.475 -2.351 -0.06
C -0.969 -3.836 -1.123 -0.13
N -1.087 -2.516 -0.984 0.12
H -2.815 -0.220 -3.062 0.13
H -3.904 1.663 -4.058 0.11
H -4.112 4.123 -4.246 0.09
H -2.557 5.589 -2.976 0.10
H -0.816 4.572 -1.542 0.10
H -1.052 -1.680 -4.238 0.12
H -0.855 -4.161 -4.474 0.11
H -0.777 -5.550 -2.397 0.10
H -0.941 -4.414 -0.204 0.10
Cl 2.277 -2.068 -1.643 -0.23
N -0.544 -5.136 2.680 0.12
C -1.062 -4.368 3.568 -0.52
N -1.282 -4.693 4.887 0.15
N -1.561 -3.123 3.239 0.19
C -1.113 -2.153 2.655 -0.17
N -0.720 -1.291 1.911 0.09
H -0.232 -6.008 3.093 0.08
H 0.648 -4.545 1.748 -0.01
H -0.705 -5.423 5.261 0.10
H -1.418 -3.907 5.500 0.10
Cl 4.432 5.606 -2.606 0.62
C 4.048 3.905 -2.513 -0.66
C 4.404 3.047 -3.537 -0.11
C 4.065 1.712 -3.402 -0.06
C 3.388 1.294 -2.261 -0.14
N 3.064 2.130 -1.275 0.06
C 3.385 3.414 -1.400 -0.18
H 4.926 3.420 -4.408 0.10
H 4.312 0.992 -4.173 0.10
H 3.092 0.257 -2.134 0.01
H 3.112 4.081 -0.586 0.11
O 1.395 -4.011 1.356 -0.33
S 2.359 -3.567 2.590 0.33
O 1.524 -2.583 3.276 -0.37
O 3.401 -2.868 1.836 -0.41
O 2.730 -4.739 3.321 -0.29
```

Net charge = -1
Molar mass = 779.73 g mol⁻¹
Energy = -121272.260 eV
Multiplicity = 1


# 6
Here is a structure of composition C30H26MnN5O3 from the Open Molecules 2025 dataset. Energies are from the ωB97M-V functional and the def2-TZVPD basis.

XYZ file:
```
65
Properties=species:S:1:pos:R:3:lowdin_spin:R:1
Mn 0.110 -0.333 -0.928 0.97
O -1.649 -0.806 -2.389 0.00
C -2.509 0.116 -2.554 0.00
C -3.877 -0.060 -2.166 0.00
C -4.821 0.921 -2.346 0.00
C -4.504 2.149 -2.949 0.00
C -3.201 2.355 -3.351 0.00
C -2.205 1.399 -3.145 0.00
C -0.848 1.667 -3.555 0.00
N 0.129 1.041 -3.045 0.02
C 1.469 1.223 -3.529 0.00
C 2.167 -0.100 -3.256 0.00
N 2.030 -0.392 -1.833 0.00
C 3.069 -0.862 -1.257 0.00
C 3.228 -1.194 0.136 0.00
C 4.435 -1.784 0.534 0.00
C 4.707 -2.078 1.851 0.00
C 3.741 -1.751 2.814 0.00
C 2.554 -1.158 2.461 0.00
C 2.236 -0.865 1.104 0.00
O 1.120 -0.314 0.814 0.00
H -4.128 -1.008 -1.703 0.00
H -5.841 0.741 -2.018 0.00
H -5.264 2.906 -3.098 0.00
H -2.922 3.293 -3.827 0.00
H -0.689 2.432 -4.334 0.00
H 1.981 2.011 -2.960 0.00
H 1.511 1.489 -4.593 0.00
H 3.220 -0.066 -3.559 0.00
H 1.660 -0.885 -3.823 0.00
H 3.968 -1.025 -1.865 0.00
H 5.172 -2.012 -0.231 0.00
H 5.640 -2.546 2.136 0.00
H 3.933 -1.971 3.859 0.00
H 1.806 -0.909 3.204 0.00
C -3.477 -0.080 1.447 0.00
C -2.233 0.154 0.653 0.01
N -1.480 -0.771 0.183 -0.01
N -1.740 -2.082 0.397 0.00
C -0.811 -2.813 -0.221 0.00
O 0.172 -2.395 -0.887 -0.01
C -0.971 -4.298 -0.075 0.00
C 0.031 -5.133 -0.556 0.00
C -0.084 -6.510 -0.436 0.00
C -1.206 -7.066 0.162 0.00
C -2.212 -6.236 0.642 0.00
C -2.094 -4.859 0.526 0.00
C -1.750 1.501 0.342 0.00
C -2.433 2.654 0.724 0.00
C -1.895 3.892 0.432 0.00
C -0.674 3.958 -0.222 0.00
C -0.064 2.767 -0.584 0.00
N -0.583 1.574 -0.331 0.00
H -3.634 -1.152 1.537 0.00
H -4.340 0.369 0.949 0.00
H -3.394 0.353 2.448 0.00
H 0.895 -4.675 -1.019 0.00
H 0.705 -7.152 -0.811 0.00
H -1.298 -8.142 0.254 0.00
H -3.091 -6.664 1.108 0.00
H -2.864 -4.197 0.894 0.00
H -3.383 2.566 1.234 0.00
H -2.418 4.797 0.714 0.00
H -0.204 4.903 -0.459 0.00
H 0.880 2.766 -1.114 0.00
```

Net charge = -1
Molar mass = 559.51 g mol⁻¹
Energy = -76447.540 eV
Multiplicity = 2


# 7
Here is a structure of composition C30H26N10ORuS3 from the Open Molecules 2025 dataset. Energies are from the ωB97M-V functional and the def2-TZVPD basis.

XYZ file:
```
71
Properties=species:S:1:pos:R:3:lowdin_spin:R:1
Ru 0.735 -0.553 0.425 0.03
C 1.286 -3.849 3.860 0.02
C 0.859 -3.498 2.452 0.21
S 0.279 -1.891 2.311 0.19
C 0.910 -4.477 1.480 0.09
C 1.569 -5.787 1.848 0.00
S 0.280 -4.308 -0.063 0.41
H 1.209 -2.980 4.506 0.00
H 2.324 -4.197 3.872 0.01
H 0.670 -4.651 4.283 0.01
H 1.261 -6.157 2.831 0.00
H 2.657 -5.671 1.867 0.00
H 1.321 -6.531 1.095 0.00
N 1.525 2.663 0.540 0.00
C 2.198 1.949 1.510 0.00
C 2.877 2.688 2.487 0.00
C 3.612 2.020 3.439 0.00
C 3.682 0.633 3.385 0.00
C 2.971 -0.018 2.404 0.00
N 2.214 0.618 1.497 0.00
C 0.990 2.302 -0.683 0.00
C 0.422 3.312 -1.467 0.00
C -0.022 2.996 -2.732 0.00
C 0.136 1.700 -3.203 0.00
C 0.672 0.761 -2.351 0.00
N 1.057 1.038 -1.097 0.00
H 1.416 3.635 0.759 0.00
H 2.818 3.769 2.477 0.00
H 4.142 2.573 4.204 0.00
H 4.278 0.064 4.084 0.00
H 2.976 -1.094 2.310 0.00
H 0.340 4.318 -1.075 0.00
H -0.476 3.759 -3.351 0.00
H -0.174 1.413 -4.197 0.00
H 0.791 -0.274 -2.638 0.00
S -0.865 -1.630 -0.922 0.02
C -1.958 -0.275 -0.950 0.00
N -2.911 -0.035 -1.798 0.00
N -3.013 -0.913 -2.819 0.00
C -3.931 -0.765 -3.817 0.00
C -3.948 -1.696 -4.865 0.00
C -4.867 -1.573 -5.890 0.00
C -5.785 -0.529 -5.898 0.00
C -5.766 0.392 -4.858 0.00
C -4.854 0.287 -3.823 0.00
N -1.907 0.672 0.082 0.00
N -0.902 0.615 0.855 0.00
C -0.994 1.558 1.934 0.00
C -1.761 2.711 1.776 0.00
C -1.821 3.634 2.803 0.00
C -1.137 3.407 3.992 0.00
C -0.390 2.249 4.147 0.00
C -0.308 1.322 3.119 0.00
H -2.337 -1.664 -2.858 0.00
H -3.234 -2.512 -4.864 0.00
H -4.865 -2.301 -6.692 0.00
H -6.504 -0.436 -6.702 0.00
H -6.476 1.211 -4.851 0.00
H -4.838 1.003 -3.013 0.00
H -2.292 2.870 0.849 0.00
H -2.411 4.534 2.676 0.00
H -1.194 4.131 4.797 0.00
H 0.139 2.056 5.073 0.00
H 0.259 0.413 3.247 0.00
O 2.442 -1.935 0.163 0.01
N 2.578 -1.374 -0.989 0.00
C 3.732 -0.740 -1.227 0.00
C 3.879 -0.072 -2.462 0.00
N 4.000 0.475 -3.472 0.00
C 4.786 -0.700 -0.289 0.00
N 5.648 -0.668 0.479 0.00
```

Net charge = -1
Molar mass = 739.88 g mol⁻¹
Energy = -83567.832 eV
Multiplicity = 2


| no. | F_max (eV Å⁻¹) |
| --- | --- |
| 1 | 1.35 |
| 2 | 2.08 |
| 3 | 1.27 |
| 4 | 5.33 |
| 5 | 1.60 |
| 6 | 0.46 |
| 7 | 1.14 |